84
Properties=species:S:1:pos:R:3:forces:R:3:lowdin_charge:R:1 method="wB97M-V/def2-TZVPD" lumo_ev="-6.0 / -8.7" multiplicity=6 homo_energy_ev="-12.92 / -13.24" homo_lumo_gap_ha="0.2540 / 0.1661" total_charge=+2
Rh 0.97770 0.64014 -1.22588 -0.3 0.2 0.0 0.928
C 1.19611 0.69776 -4.53395 0.0 0.0 0.1 0.019
O 0.23590 0.48262 -3.46290 -0.4 -0.3 -0.2 -0.155
C -0.86231 -0.25705 -3.72075 0.3 0.0 -0.2 -0.154
C -1.20617 -0.82510 -4.92940 0.0 0.1 0.3 -0.017
C -2.35417 -1.63039 -5.00123 0.2 0.2 0.3 -0.646
Br -2.81288 -2.39727 -6.60722 -0.1 -0.1 -0.2 0.968
C -3.15149 -1.90536 -3.86309 0.0 0.0 0.1 -0.012
C -2.81993 -1.34669 -2.66132 -0.3 0.0 -0.2 -0.021
C -1.70509 -0.46123 -2.56385 0.8 0.9 1.0 -0.184
O -1.45013 0.10952 -1.44953 3.5 1.7 -4.3 -0.005
C -3.44075 -1.55082 -1.36791 -0.4 -0.7 -0.8 -0.134
N -2.93018 -0.89870 -0.33261 -10.9 -10.6 4.9 0.260
C -3.64876 -1.29849 0.78964 -0.2 0.2 0.5 -0.098
C -3.55524 -0.94336 2.13710 -0.3 0.2 -0.1 -0.011
C -4.43966 -1.53553 3.00679 -0.2 -0.2 -0.1 -0.032
C -5.40319 -2.46426 2.56669 0.1 0.1 0.1 -0.035
C -5.50982 -2.82297 1.24332 0.1 0.1 0.0 0.023
C -4.61371 -2.21564 0.36698 0.0 -0.1 0.1 -0.138
N -4.45051 -2.35247 -1.00779 0.4 0.4 0.2 0.244
H 1.56240 -0.26830 -4.87983 0.0 0.1 0.0 0.118
H 2.00342 1.26637 -4.08071 0.0 0.0 -0.1 0.102
H 0.71384 1.26766 -5.32682 0.1 0.0 0.0 0.115
H -0.61362 -0.68172 -5.81731 0.1 0.0 -0.1 0.119
H -3.99649 -2.56929 -3.97144 0.0 0.0 0.0 0.124
H -2.40266 -0.28431 -0.62384 6.9 8.4 -1.2 -0.097
H -2.82298 -0.22947 2.48745 -0.9 -0.1 -0.3 0.057
H -4.40100 -1.28577 4.05695 0.0 0.0 0.0 0.121
H -6.07335 -2.90486 3.28965 0.0 0.0 0.0 0.122
H -6.24527 -3.53738 0.90614 0.0 0.0 0.0 0.128
H -4.97263 -2.97381 -1.60443 0.1 0.0 -0.1 0.190
F -0.80607 -4.61366 1.60142 -0.1 0.0 0.1 0.097
C 0.01593 -4.55422 0.55404 0.2 0.0 -0.2 -0.189
C 1.17328 -3.89006 0.61016 -0.2 -0.2 0.1 0.036
N 2.03169 -3.81773 -0.46842 0.0 -0.3 0.2 -0.002
C 3.02505 -2.76786 -0.50216 0.3 -0.1 -0.1 -0.021
C 2.33814 -1.45975 -0.80631 0.0 0.0 -0.3 -0.598
O 1.12364 -1.32372 -0.42259 -0.1 -0.1 0.1 -0.124
O 2.89638 -0.55410 -1.45673 0.2 0.0 -0.1 -0.042
C 1.72898 -4.43308 -1.67168 -0.3 0.1 0.1 -0.468
O 2.39955 -4.30377 -2.66470 0.2 0.1 -0.3 0.110
N 0.55827 -5.16857 -1.66494 0.0 -0.1 -0.1 0.223
C -0.41897 -5.21965 -0.67498 0.3 0.2 0.2 -0.403
O -1.48861 -5.74012 -0.85923 -0.3 -0.1 0.0 0.110
H 1.48698 -3.37771 1.50911 0.0 0.0 0.0 0.153
H 3.75050 -2.98048 -1.28797 -0.1 0.0 0.2 0.146
H 3.54414 -2.71265 0.45805 0.0 0.1 -0.1 0.152
H 0.33662 -5.63635 -2.53705 0.1 0.1 0.1 0.175
C -0.26603 2.51333 4.01758 0.1 0.0 0.0 -0.199
Ge -0.55354 1.76343 2.26034 0.0 0.1 -0.3 0.846
C -0.60984 -0.17486 2.24456 0.3 -0.1 0.2 -0.225
C -1.91428 2.65831 1.18683 0.1 0.0 0.0 -0.222
Ge 1.44643 2.29994 0.48830 0.2 0.1 0.3 0.938
C 1.49243 4.23453 0.45972 -0.1 0.1 -0.2 -0.367
C 2.36619 4.81206 -0.46466 0.0 0.0 0.0 -0.123
C 2.50501 6.18961 -0.53245 0.0 0.0 0.0 -0.063
C 1.76024 7.00343 0.30625 0.0 0.0 0.0 -0.057
C 0.87995 6.44048 1.21707 0.0 0.0 0.0 -0.060
C 0.74181 5.06306 1.28934 0.1 0.0 0.0 -0.123
C 3.01347 1.48858 1.34246 0.1 0.0 0.1 -0.363
C 4.18740 1.50206 0.58683 -0.1 0.0 -0.1 -0.132
C 5.36521 0.98238 1.09972 0.0 0.0 0.0 -0.060
C 5.38424 0.42546 2.36775 0.0 0.0 0.0 -0.061
C 4.22384 0.39621 3.12652 0.0 0.0 0.0 -0.068
C 3.04770 0.92281 2.61599 0.0 0.1 0.0 -0.122
H -1.16683 2.27725 4.58924 0.0 0.0 0.1 0.043
H -0.13745 3.59141 4.00172 0.0 0.0 0.0 0.026
H 0.58615 2.05677 4.51439 0.0 0.0 0.0 0.027
H -1.40868 -0.48562 2.92342 0.9 -0.1 0.0 0.011
H 0.32643 -0.58590 2.61042 0.1 0.0 0.0 0.033
H -0.78850 -0.58491 1.25329 0.0 0.0 0.0 0.010
H -2.86993 2.16938 1.35426 -0.2 -0.1 0.1 0.023
H -1.68364 2.61253 0.12299 0.0 0.0 0.0 0.014
H -1.99867 3.70259 1.47824 0.0 0.0 0.0 0.029
H 2.96206 4.19446 -1.12773 0.0 0.0 0.0 0.093
H 3.19545 6.62636 -1.23932 0.0 0.0 0.0 0.114
H 1.86712 8.07722 0.25121 0.0 0.0 0.0 0.116
H 0.30526 7.07483 1.87587 0.0 0.0 0.0 0.114
H 0.06168 4.65047 2.02046 0.0 0.0 0.0 0.057
H 4.19398 1.91133 -0.41646 0.0 0.0 0.0 0.096
H 6.26779 1.00846 0.50604 0.0 0.0 0.0 0.116
H 6.30288 0.02058 2.76668 0.0 0.0 0.0 0.115
H 4.24150 -0.02192 4.12343 0.0 0.0 0.0 0.112
H 2.17028 0.91357 3.24477 -0.2 0.0 0.0 0.062



83
Properties=species:S:1:pos:R:3:forces:R:3:lowdin_charge:R:1 method="wB97M-V/def2-TZVPD" lumo_ev="-0.7 / -0.7" relative_energy_kj_mol=194.6 homo_energy_ev="-4.89 / -4.89" homo_lumo_gap_ha="0.1526 / 0.1525" total_charge=-1
Pt -0.65179 -0.31573 0.55504 1.0 -1.0 -0.2 1.264
Cl -1.69524 6.61556 1.14904 0.0 -0.1 0.0 0.687
C -1.26469 4.99503 1.53138 0.0 -0.1 -0.2 -0.690
C -0.59163 4.72781 2.76862 0.0 -0.2 0.2 -0.694
Cl -0.23318 6.03913 3.82385 0.0 0.0 0.0 0.678
C -0.23545 3.45373 3.10808 0.4 0.3 0.0 -0.610
Cl 0.58737 3.08919 4.57322 0.0 0.0 -0.1 0.728
C -0.51806 2.35298 2.23405 0.3 -0.3 -0.5 -0.379
O -0.21631 1.16769 2.48889 -0.7 -0.1 0.3 -0.060
C -1.18222 2.63948 0.95900 -0.4 -0.5 0.0 -0.332
O -1.38105 1.69804 0.14181 0.3 0.4 0.4 -0.105
C -1.55178 3.98326 0.65686 -0.3 0.3 0.0 -0.605
Cl -2.35321 4.26319 -0.83612 0.0 0.0 0.1 0.760
O -7.08817 1.12827 -2.04835 0.0 0.0 -0.1 -0.042
C -6.83219 0.01589 -1.55284 -0.2 0.0 0.0 -0.713
O -7.55523 -0.96925 -1.32178 0.0 0.0 0.1 -0.034
C -5.35895 -0.18358 -1.17308 0.2 0.0 0.0 -0.085
C -4.34287 0.29596 -1.99340 -0.1 0.1 0.0 0.016
C -3.02310 0.07153 -1.66776 0.0 -0.3 0.2 -0.112
N -2.65967 -0.57594 -0.55385 -0.5 0.3 -0.3 0.000
C -3.63253 -0.99730 0.26713 0.2 0.1 -0.1 -0.189
C -4.97412 -0.85464 -0.01942 0.0 -0.2 0.0 0.075
C -3.15103 -1.57827 1.55617 0.3 -0.1 0.4 -0.604
O -3.82660 -2.34293 2.21537 -0.2 0.0 0.1 0.071
O -1.94859 -1.20150 1.89951 -0.6 0.3 0.2 -0.231
H -4.60425 0.86631 -2.87447 0.0 0.0 0.0 0.120
H -2.23032 0.41773 -2.30690 0.2 0.1 -0.1 0.086
H -5.70788 -1.27159 0.65613 0.0 0.0 0.0 0.135
C 1.76768 -1.65248 2.86906 0.0 0.0 0.0 -0.105
C 0.93789 -2.82274 2.32944 -0.2 0.1 0.1 -0.487
C -0.11383 -3.23659 3.36396 0.0 -0.1 -0.1 -0.092
P 0.32321 -2.33895 0.66417 0.1 0.5 -0.1 0.982
C -0.42137 -3.76465 -0.22128 -0.3 0.1 0.0 -0.491
C -0.67359 -3.34246 -1.67292 0.1 0.0 0.0 -0.101
C -1.69181 -4.36177 0.37774 0.1 -0.1 0.1 -0.077
C 1.82544 -2.04711 -0.26315 0.1 -0.4 0.1 -0.318
C 2.79703 -3.02295 -0.49456 0.0 0.1 0.0 -0.053
C 3.96347 -2.73572 -1.17636 0.0 0.0 0.0 -0.290
C 5.02712 -3.77485 -1.40995 0.0 0.0 0.0 -0.065
C 4.12696 -1.41721 -1.62655 0.0 0.0 0.0 -0.042
C 3.18408 -0.43846 -1.41387 0.0 0.0 0.0 -0.009
C 1.99005 -0.73717 -0.71586 -0.1 0.3 -0.2 -0.317
N 1.01716 0.18762 -0.47801 0.1 0.5 -0.1 -0.119
C 1.26472 1.54823 -0.82922 0.0 -0.2 0.1 -0.253
C 0.81656 2.03459 -2.05578 0.0 0.0 -0.1 -0.205
C 0.31020 1.07641 -3.09284 0.0 0.1 -0.1 -0.026
C 0.88170 3.39968 -2.30489 0.0 0.0 0.0 -0.016
C 1.42364 4.28199 -1.37924 0.1 0.0 0.0 -0.276
C 1.47639 5.76027 -1.66000 0.0 0.0 0.0 -0.050
C 1.95960 3.75865 -0.20851 0.0 0.0 0.0 -0.008
C 1.90658 2.39779 0.07784 0.0 0.0 0.1 -0.198
C 2.55509 1.85623 1.32302 0.1 0.0 -0.1 -0.023
H 2.21325 -1.94239 3.82234 0.0 0.0 0.0 0.081
H 1.13009 -0.78430 3.04882 0.0 0.0 0.0 0.060
H 2.56852 -1.35939 2.18883 0.0 0.0 0.0 0.071
H 1.59394 -3.67461 2.11245 0.1 0.0 0.0 0.109
H -0.93199 -2.52395 3.40902 0.0 0.1 0.0 0.065
H 0.36577 -3.28150 4.34424 0.0 0.0 0.0 0.077
H -0.53400 -4.22022 3.15820 0.0 0.0 0.0 0.062
H 0.37720 -4.51529 -0.19113 0.0 0.0 0.0 0.107
H -1.38138 -2.51323 -1.70966 0.0 0.0 0.0 0.058
H -1.10954 -4.17972 -2.22050 0.0 0.0 0.0 0.082
H 0.24212 -3.03446 -2.17815 0.0 0.0 0.0 0.072
H -2.50638 -3.64712 0.40692 -0.1 0.1 0.0 0.065
H -1.55216 -4.73540 1.38975 0.0 0.0 0.0 0.065
H -2.01363 -5.19605 -0.24901 0.0 0.0 0.0 0.084
H 2.64134 -4.03276 -0.12449 0.0 0.0 0.0 0.108
H 4.68967 -4.75914 -1.08435 0.0 0.0 0.0 0.069
H 5.94293 -3.54066 -0.86211 0.0 0.0 0.0 0.075
H 5.29100 -3.84586 -2.46717 0.0 0.0 0.0 0.074
H 5.03255 -1.15694 -2.16564 0.0 0.0 0.0 0.112
H 3.34469 0.56782 -1.77929 0.0 0.0 0.0 0.116
H 1.14901 0.56883 -3.57849 0.0 0.0 0.0 0.087
H -0.26914 1.58855 -3.86107 0.0 0.0 0.0 0.084
H -0.29060 0.29383 -2.64109 -0.1 -0.1 0.1 0.048
H 0.48345 3.78512 -3.23811 0.0 0.0 0.0 0.119
H 0.63542 6.07076 -2.28057 0.0 0.0 0.0 0.075
H 2.39602 6.02599 -2.18715 0.0 0.0 0.0 0.078
H 1.44579 6.33704 -0.73507 0.0 0.0 0.0 0.072
H 2.41993 4.42820 0.51195 0.0 0.0 0.0 0.120
H 2.93408 2.66978 1.94244 0.0 0.0 0.0 0.081
H 3.39536 1.20654 1.06138 0.0 0.0 0.0 0.084
H 1.86542 1.26213 1.91827 0.1 0.0 0.0 0.044



86
Properties=species:S:1:pos:R:3:forces:R:3:lowdin_charge:R:1 method="wB97M-V/def2-TZVPD" lumo_ev=3.0 relative_energy_kj_mol=208.3 homo_energy_ev=-2.00 homo_lumo_gap_ha=0.1820 total_charge=-2
Sn 3.15981 -0.45109 1.20411 0.9 0.1 -0.1 0.770
O 2.71722 -2.36989 -2.55403 0.1 0.0 0.0 0.055
C 2.67978 -2.00313 -1.38968 0.0 -0.2 0.0 -0.601
O 3.43822 -1.14499 -0.82137 0.1 0.4 -0.2 -0.145
C 1.69181 -2.63410 -0.44501 -0.1 0.0 -0.1 -0.180
C 0.75900 -3.57313 -0.84129 0.1 0.0 0.0 -0.004
C -0.04669 -4.14125 0.13204 0.0 0.0 0.0 -0.031
C 0.17509 -3.82018 1.46300 0.0 0.0 0.0 0.008
C 1.16337 -2.90533 1.78089 0.2 -0.1 0.1 -0.175
N 1.84512 -2.27466 0.82175 -0.3 -0.2 0.2 0.074
C 1.65819 -2.68303 3.22441 -0.1 0.1 -0.1 -0.678
O 0.92047 -3.11682 4.12019 0.0 0.0 0.0 -0.010
O 2.77133 -2.12181 3.25780 0.0 0.0 0.0 -0.150
H 0.70371 -3.81838 -1.89224 0.0 0.0 0.0 0.121
H -0.81679 -4.85405 -0.13794 0.0 0.0 0.0 0.107
H -0.36169 -4.27730 2.28126 0.0 0.0 0.0 0.113
N -0.14285 2.25518 3.11152 0.0 0.1 -0.2 0.009
C 0.40737 1.17853 2.28384 0.0 0.2 -0.3 -0.913
S 2.08818 0.80228 2.94353 -0.1 0.0 0.4 0.625
N 0.47470 1.76521 0.93852 0.1 -0.4 -0.1 0.021
N 1.46481 1.37590 0.25248 -0.1 0.1 0.5 -0.052
C 1.74226 1.94931 -0.92331 0.0 -0.1 -0.2 -0.245
C 0.74485 2.76869 -1.63736 0.0 0.1 0.0 -0.169
C 1.03759 4.03177 -2.15520 0.1 0.0 0.0 -0.050
C 0.08441 4.77757 -2.83809 0.0 0.0 0.0 -0.106
C -1.19938 4.28776 -3.00940 0.0 0.0 0.0 -0.120
C -1.51969 3.04204 -2.47614 0.0 0.1 0.0 -0.093
C -0.56757 2.30199 -1.80054 -0.1 0.1 0.2 -0.050
C 3.11338 1.84816 -1.32165 0.2 0.2 -0.1 -0.236
C 3.55313 2.29152 -2.59251 -0.1 -0.1 0.0 -0.052
C 4.88662 2.27073 -2.91419 0.0 0.0 -0.1 -0.087
C 5.80826 1.80553 -1.98275 0.0 0.0 -0.1 -0.080
C 5.31353 1.34267 -0.78434 -0.1 0.0 0.2 -0.178
N 4.02507 1.36826 -0.43738 0.0 -0.1 0.0 0.025
H 0.29512 3.11759 2.80207 0.0 0.0 0.0 0.069
H 0.12268 2.11542 4.08103 0.0 -0.1 0.0 0.036
H 2.03097 4.43983 -2.01216 0.0 0.0 0.0 0.111
H 0.34954 5.75452 -3.22610 0.0 0.0 0.0 0.091
H -1.94616 4.86845 -3.53727 0.0 0.0 0.0 0.087
H -2.52615 2.65258 -2.59132 0.0 0.0 0.0 0.084
H -0.81950 1.34584 -1.36654 0.0 0.2 0.0 0.071
H 2.82070 2.62472 -3.31361 0.0 0.0 0.0 0.100
H 5.20876 2.60880 -3.89321 0.0 0.0 0.0 0.098
H 6.87013 1.76900 -2.17656 0.0 0.0 0.0 0.095
H 5.98329 0.91774 -0.05038 0.0 0.0 0.0 0.001
C 0.29890 -0.69596 -4.40433 0.0 0.0 0.0 -0.030
C 0.85794 -0.34928 -3.18025 0.0 0.1 -0.1 -0.119
N 0.23100 -0.52949 -2.02548 -0.1 -0.4 0.0 0.098
C -0.98359 -1.06200 -2.04588 0.1 -0.2 -0.1 -0.112
C -1.65204 -1.42935 -3.21229 0.0 0.1 0.0 -0.203
C -0.96257 -1.25491 -4.41429 0.0 0.1 0.0 -0.026
C -2.97781 -2.06069 -3.23689 0.0 -0.1 0.0 -0.045
C -4.01875 -1.98285 -2.40360 0.0 0.0 0.0 -0.038
C -4.24736 -1.11796 -1.23424 0.0 0.0 0.0 -0.277
C -3.69799 0.15178 -1.07715 0.0 0.0 0.0 -0.012
C -4.05800 0.86528 0.04951 0.0 0.0 0.0 -0.108
N -4.91550 0.38743 0.95181 0.0 0.0 0.1 0.081
C -5.38691 -0.82717 0.70747 0.0 0.0 0.0 -0.219
N -5.11049 -1.60364 -0.33237 0.0 0.0 0.0 0.120
H 0.86261 -0.55133 -5.31567 0.0 0.0 0.0 0.106
H 1.85652 0.07023 -3.11827 -0.1 0.0 0.0 0.111
H -1.43856 -1.23351 -1.07493 0.0 0.0 0.0 0.121
H -1.42810 -1.56035 -5.34512 0.0 0.0 0.0 0.110
H -3.11963 -2.72253 -4.08789 0.0 0.0 0.0 0.105
H -4.86342 -2.63404 -2.59890 0.0 0.0 0.0 0.101
H -3.01964 0.56798 -1.80786 0.0 0.0 0.0 0.089
H -3.64353 1.85052 0.23577 0.0 0.0 0.0 0.118
H -6.08145 -1.23178 1.43668 0.0 0.0 0.0 0.104
I 5.78168 -0.89555 1.96022 -0.8 0.0 -0.1 0.292
I 9.18338 -1.37801 2.80618 0.1 0.0 0.0 -0.758
C -0.69561 -0.31882 5.50384 -0.1 0.0 0.0 -0.205
Ge -1.73650 -0.23325 3.84828 0.1 -0.1 0.0 0.808
C -2.58592 -1.98921 3.61031 0.0 0.0 0.0 -0.208
C -3.13431 1.13887 3.97626 0.0 0.0 0.0 -0.227
C -0.52177 -0.04159 2.31135 -0.2 0.1 0.1 -0.249
H -1.35081 -0.60349 6.33103 0.0 0.0 0.0 0.013
H -0.22726 0.63358 5.75716 0.0 0.0 0.0 0.006
H 0.08144 -1.07616 5.39030 0.0 0.0 0.0 0.011
H -3.32373 -2.16776 4.39591 0.0 0.0 0.0 0.012
H -1.81682 -2.75980 3.67013 0.0 0.0 0.0 -0.001
H -3.09059 -2.05636 2.64300 0.0 0.0 0.0 0.000
H -3.37363 1.30925 5.02863 0.0 0.0 0.0 0.006
H -4.04377 0.84416 3.45359 0.0 0.0 0.0 -0.017
H -2.75905 2.06816 3.55064 0.0 0.0 0.0 -0.004
H -1.10555 -0.05410 1.38413 -0.1 0.1 0.1 0.063
H 0.05519 -0.95472 2.33637 0.1 -0.1 -0.1 0.015



no.,DFT total energy (Ha)
1,-8962.19345
2,-4216.63276
3,-5378.13113